No. 1
{
  "formula": "C10H16O",
  "method": "ωB97M-V/def2-TZVPD",
  "multiplicity": 1,
  "relative_energy_ev": 2.713,
  "smiles": "CCc1ccc(O)cc1.CC",
  "orbital_gap_ev": 9.234,
  "e_homo_ha": -0.3086,
  "elements": ["C", "C", "C", "C", "C", "C", "O", "C", "C", "H", "H", "H", "H", "H", "H", "H", "H", "H", "H", "C", "C", "H", "H", "H", "H", "H", "H"],
  "xyz": [[0.82529, -1.77495, -0.23852], [0.56375, -0.94807, 1.07805], [-0.81027, -0.33378, 1.10112], [-1.09146, 0.66211, 0.20868], [-2.41768, 1.27967, 0.20241], [-3.23191, 0.80319, 1.22224], [-4.52904, 1.32541, 1.32988], [-2.88529, -0.14268, 2.28237], [-1.67322, -0.79122, 2.08287], [1.87783, -1.72452, -0.36295], [0.18859, -1.40475, -1.01759], [0.52258, -2.88931, -0.13467], [0.68489, -1.62743, 1.95572], [1.44268, -0.13143, 1.07787], [-0.31247, 0.93632, -0.47386], [-2.69075, 2.06612, -0.45019], [-4.91061, 1.43370, 0.37808], [-3.62218, -0.15653, 3.03782], [-1.48974, -1.73165, 2.65865], [2.55462, 0.43176, -2.61200], [3.29294, 0.84641, -1.38276], [3.22430, -0.12715, -3.28765], [1.58130, -0.16328, -2.25463], [2.15529, 1.38867, -3.10006], [3.74582, -0.07273, -1.02753], [4.34030, 1.46115, -1.55894], [2.66445, 1.38497, -0.71441]],
  "lowdin_charge": [-0.107, -0.202, -0.305, -0.025, 0.010, -0.300, -0.035, 0.019, -0.048, 0.035, 0.043, 0.100, 0.103, 0.141, 0.099, 0.094, 0.149, 0.098, 0.129, -0.204, -0.226, 0.067, 0.081, 0.080, 0.045, 0.122, 0.037]
}



No. 2
{
  "formula": "C32H38BaFN6O5S5",
  "method": "ωB97M-V/def2-TZVPD",
  "multiplicity": 1,
  "total_charge": 1,
  "relative_energy_ev": 0.422,
  "orbital_gap_ev": 6.182,
  "e_homo_ha": -0.3434,
  "elements": ["Ba", "C", "C", "S", "C", "C", "S", "C", "C", "S", "H", "H", "H", "H", "H", "H", "H", "H", "H", "H", "H", "H", "F", "C", "C", "C", "C", "O", "C", "C", "N", "C", "C", "C", "C", "C", "C", "N", "C", "C", "N", "C", "C", "C", "O", "O", "H", "H", "H", "H", "H", "H", "H", "H", "H", "H", "H", "H", "H", "H", "H", "H", "H", "H", "N", "C", "C", "C", "C", "C", "C", "S", "O", "O", "N", "C", "S", "C", "C", "N", "H", "H", "H", "H", "H", "H", "H", "H"],
  "xyz": [[-1.21727, 2.34580, -0.65249], [0.27158, 5.77683, 1.48563], [-0.26554, 6.51766, 0.26399], [-1.29733, 5.59419, -0.92841], [-2.98409, 6.22494, -0.61038], [-4.05617, 5.17506, -0.35298], [-3.78531, 3.94157, 0.94363], [-3.59708, 4.91336, 2.48024], [-2.28370, 5.66354, 2.68198], [-0.83039, 4.61105, 2.32442], [0.62000, 6.52055, 2.20440], [1.12276, 5.15247, 1.21343], [0.58979, 6.86879, -0.31375], [-0.82907, 7.40636, 0.54874], [-3.27731, 6.78610, -1.49870], [-2.93233, 6.93598, 0.21147], [-4.19334, 4.56033, -1.24533], [-5.00026, 5.68717, -0.15663], [-3.71627, 4.16416, 3.26353], [-4.43782, 5.60360, 2.56620], [-2.24052, 6.01568, 3.71358], [-2.22856, 6.54103, 2.04384], [-0.83039, -4.38541, 1.17494], [0.14079, -3.49000, 1.47497], [-0.11830, -2.15481, 1.30952], [0.87107, -1.20415, 1.54999], [0.57623, 0.22352, 1.30746], [-0.58933, 0.56659, 1.07316], [1.73765, 1.06927, 1.37936], [2.91509, 0.57071, 1.82704], [3.14067, -0.72079, 2.18131], [4.45416, -1.10919, 2.62300], [4.63402, -1.59731, 4.03449], [5.15156, -0.24933, 3.63228], [2.14036, -1.64456, 1.97433], [2.36327, -3.01101, 2.17546], [1.37936, -3.95321, 1.92094], [1.67403, -5.31765, 2.13682], [2.82400, -5.91833, 1.48847], [3.53398, -6.77938, 2.54872], [2.48929, -7.24611, 3.51936], [1.21535, -7.58857, 2.82032], [0.59693, -6.27598, 2.30937], [1.78678, 2.54025, 0.93454], [2.78639, 3.18511, 1.25162], [0.80494, 2.93854, 0.25384], [-1.08452, -1.82632, 0.95016], [3.75009, 1.25284, 1.91128], [5.05915, -1.56413, 1.84526], [5.34485, -2.39329, 4.21143], [3.75048, -1.61946, 4.65817], [6.21641, -0.11373, 3.51672], [4.62360, 0.61859, 4.00062], [3.32171, -3.34035, 2.55337], [3.49774, -5.15092, 1.11736], [2.53104, -6.53279, 0.62788], [4.26247, -6.19632, 3.10930], [4.02280, -7.65374, 2.12224], [2.28904, -6.47204, 4.15750], [2.83485, -8.03457, 4.06591], [0.54762, -8.10832, 3.50325], [1.46945, -8.26544, 2.00606], [-0.10994, -5.87758, 3.03956], [0.04061, -6.48719, 1.39106], [-3.78230, 0.82286, -8.76052], [-3.49817, 0.90136, -7.41762], [-2.33915, 1.55333, -6.97742], [-2.07923, 1.67234, -5.62797], [-2.96328, 1.14741, -4.69950], [-4.10941, 0.49173, -5.11420], [-4.37628, 0.36914, -6.46190], [-2.56310, 1.37754, -2.98329], [-3.35065, 0.46951, -2.18077], [-2.75707, 2.77983, -2.64600], [-1.01875, 1.13962, -2.79181], [-0.51872, -0.09270, -2.67212], [-1.13543, -1.47142, -3.57307], [0.09590, -2.45277, -2.84737], [0.86263, -1.68328, -2.04271], [0.51952, -0.36336, -1.91440], [-3.02595, 0.97969, -9.40331], [-4.46343, 0.14695, -9.05889], [-1.64951, 1.96488, -7.70374], [-1.17969, 2.16802, -5.28395], [-4.77971, 0.07318, -4.37360], [-5.27340, -0.14078, -6.79043], [0.19020, -3.50186, -3.06625], [1.71780, -2.04087, -1.48399]],
  "lowdin_charge": [1.968, -0.514, -0.496, 0.816, -0.499, -0.531, 0.791, -0.514, -0.508, 0.848, 0.084, 0.046, 0.077, 0.070, 0.078, 0.061, 0.059, 0.083, 0.070, 0.083, 0.077, 0.047, 0.060, -0.188, 0.088, -0.046, -0.324, -0.164, -0.009, 0.048, 0.005, -0.265, -0.098, -0.075, -0.118, 0.059, -0.151, -0.106, -0.123, -0.072, 0.052, -0.077, -0.134, -0.635, 0.027, -0.397, 0.148, 0.146, 0.155, 0.100, 0.112, 0.111, 0.115, 0.110, 0.133, 0.137, 0.135, 0.137, 0.186, 0.187, 0.139, 0.137, 0.141, 0.134, 0.109, -0.314, -0.019, -0.063, -0.316, -0.057, -0.022, 0.434, -0.331, -0.504, -0.395, -0.748, 1.048, -0.412, -0.282, 0.050, 0.095, 0.095, 0.114, 0.120, 0.120, 0.113, 0.052, 0.098]
}